(1)
The following is a DFT calculation (ωB97M-V/def2-TZVPD) of 2 unconnected molecules or ions with the total composition CH4FNP2.

Geometry as ORCA input:
```
! RIJCOSX wB97M-V def2-TZVPD def2/J DEFGRID3
* xyz 0 1
C 1.7587 -0.2179 -0.0308
N 1.2556 -1.3344 -0.2867
F 2.8515 0.4117 0.3920
P -1.2755 -0.2486 0.2314
P -0.4367 1.6875 -0.1543
H 0.2411 -1.3237 -0.5729
H -1.1143 -0.4526 1.5740
H -2.5453 0.1309 0.3307
H -0.7351 1.3472 -1.4836
*
```

Results
ΔE to the lowest compared entry with this formula, charge and spin in eV: 4.618
HOMO-LUMO gap (spin up / spin down) in Eh: 0.274 / 0.290
DFT total energy in eV: -23882.3846
Highest occupied orbital energy (spin up / spin down) in eV: -8.4716 / -8.4197

(2)
The following is a DFT calculation (ωB97M-V/def2-TZVPD) of a molecular structure, C6H10IN3O4Pt.

Geometry as ORCA input:
```
! RIJCOSX wB97M-V def2-TZVPD def2/J DEFGRID3
* xyz 0 1
Pt 0.1280 0.3406 0.2075
N -1.8369 0.1735 0.7948
C -2.3833 1.5675 0.7011
C -1.2755 2.6226 0.9981
O -1.5408 3.6774 1.5462
N -0.1047 2.2232 0.4699
C 1.1642 2.9292 0.4392
C 2.3497 1.9436 0.5330
O 3.4478 2.3072 0.8661
O 2.0857 0.6906 0.1350
H -2.4636 -0.5343 0.4288
H -1.6961 -0.0379 1.7806
H -3.2461 1.7145 1.3468
H -2.6711 1.7310 -0.3364
H 1.2335 3.7332 1.1674
H 1.2810 3.3760 -0.5567
N 0.9241 -3.8891 -0.1433
C 1.1737 -2.5775 -0.2273
O 0.2521 -1.7743 -0.0247
C 2.5561 -2.1659 -0.6419
I 4.0287 -2.8630 0.7326
H 0.0161 -4.1932 0.1643
H 1.6777 -4.5532 -0.1882
H 2.6445 -1.0851 -0.6538
H 2.7939 -2.6043 -1.6079
*
```

Results
ΔE to the lowest compared entry with this formula, charge and spin in eV: 0.000
HOMO-LUMO gap in Eh: 0.288
DFT total energy in eV: -30393.0945
Highest occupied orbital energy in eV: -8.0629

(3)
The following is a DFT calculation (ωB97M-V/def2-TZVPD) of a molecular structure, C26H43F13N4O6S2.

Geometry as ORCA input:
```
! RIJCOSX wB97M-V def2-TZVPD def2/J DEFGRID3
* xyz 0 1
C -5.7528 -4.1969 2.0867
O -5.2926 -3.3869 1.0259
C -3.9019 -3.1599 1.0381
C -3.3712 -2.3897 2.2314
C -3.5814 -0.8457 2.2155
C -4.6338 -0.3237 1.2300
C -4.8441 1.1960 1.4093
C -4.1161 2.0657 0.3903
C -2.6584 1.6804 0.1893
C -1.8893 2.7151 -0.6480
C -0.4052 2.7038 -0.2915
C 0.1926 1.3039 -0.1143
C 1.6207 1.2030 -0.6317
C 2.1643 -0.2316 -0.5197
C 2.2191 -0.9420 -1.8510
C 0.7695 -1.4217 -2.2588
C 0.0329 -0.6231 -3.3447
F 0.5385 0.6207 -3.4857
F -1.2674 -0.5078 -2.9547
C 0.0257 -1.2810 -4.7418
F -0.7801 -2.3721 -4.7482
F 1.3088 -1.6533 -5.0342
C -0.4391 -0.3137 -5.8868
F 0.5894 0.4813 -6.2775
F -0.8216 -1.0776 -6.9399
F -1.4814 0.4400 -5.4939
N 0.9314 -2.8299 -2.6224
C 2.1685 -3.2303 -2.2619
N 2.5893 -4.4975 -2.3357
N 2.9448 -2.2188 -1.8902
C 4.0665 -2.5189 -0.9709
C 5.3814 -2.8588 -1.7265
C 6.5066 -1.9087 -1.3147
C 6.2216 -0.4559 -1.7301
O 7.3324 0.1323 -2.3577
C 7.0421 0.6319 -3.6556
H -4.9463 -4.7152 2.5977
H -6.4555 -4.9174 1.6840
H -6.2822 -3.5858 2.8156
H -3.6555 -2.6442 0.1165
H -3.3877 -4.1286 0.9875
H -3.7551 -2.7842 3.1658
H -2.2966 -2.5636 2.2419
H -2.6289 -0.3905 1.9734
H -3.8715 -0.5321 3.2112
H -5.5641 -0.8432 1.4296
H -4.3010 -0.5263 0.2175
H -4.4952 1.4510 2.4047
H -5.9068 1.4161 1.3774
H -4.1247 3.0875 0.7607
H -4.6194 2.0543 -0.5748
H -2.6160 0.7254 -0.3318
H -2.1466 1.5967 1.1368
H -2.2820 3.6958 -0.3969
H -2.0680 2.5336 -1.7068
H 0.1874 3.2691 -1.0093
H -0.3084 3.2148 0.6620
H 0.2143 1.0988 0.9515
H -0.4115 0.5392 -0.5967
H 2.2358 1.8317 0.0045
H 1.7197 1.6085 -1.6336
H 1.5544 -0.7880 0.1869
H 3.1431 -0.1614 -0.0555
H 2.5216 -0.2871 -2.6606
H 0.0970 -1.4133 -1.4068
H 0.1593 -3.4407 -2.3991
H 1.9852 -5.2354 -2.0306
H 3.5019 -4.6998 -2.6932
H 3.8089 -3.3590 -0.3407
H 4.2674 -1.6724 -0.3360
H 5.2256 -2.7451 -2.7960
H 5.6859 -3.8687 -1.4746
H 7.4483 -2.2189 -1.7481
H 6.5773 -1.9449 -0.2310
H 5.9464 0.1278 -0.8520
H 5.3418 -0.4358 -2.3788
H 7.9336 1.1339 -4.0033
H 6.8063 -0.1965 -4.3222
H 6.2191 1.3424 -3.6354
C -3.4894 4.1322 4.2499
F -4.3296 4.0122 3.2226
F -3.5966 5.3676 4.7304
F -3.8764 3.2813 5.2005
S -1.7745 3.7786 3.6913
O -1.5011 4.7762 2.6948
O -1.8149 2.4188 3.2164
N -1.0729 3.9800 5.0882
S 0.4975 3.7555 5.1624
O 1.2897 4.7438 4.4900
O 0.9227 2.3898 5.0244
C 0.6784 4.1311 6.9526
F -0.0350 3.2883 7.7000
F 0.2797 5.3707 7.2311
F 1.9557 4.0166 7.3054
*
```

Results
HOMO-LUMO gap in Eh: 0.249
DFT total energy in eV: -102899.6835
Highest occupied orbital energy in eV: -8.1911

(4)
The following is a DFT calculation (ωB97M-V/def2-TZVPD) of a molecular structure, C12H10As4CuF24N2O4.

Geometry as ORCA input:
```
! RIJCOSX wB97M-V def2-TZVPD def2/J DEFGRID3
* xyz -2 2
Cu -7.2867 0.0498 20.6390
As -3.7411 -1.5591 20.0847
F -2.4175 -2.6810 20.5350
F -4.9232 -2.7946 19.5348
F -5.0528 -0.4212 19.5196
F -2.8261 -0.0789 20.4837
F -3.0329 -1.4684 18.4823
F -4.4560 -1.6903 21.7340
As -10.3116 0.7373 23.2066
F -11.3345 -0.4545 22.2958
F -8.8405 0.5503 22.0835
F -9.4175 1.8962 24.2251
F -11.7950 1.1556 24.2098
F -9.7906 -0.6024 24.3438
F -10.8647 2.1120 22.1600
As -7.8790 -3.3302 22.2946
F -8.5894 -2.6742 23.9283
F -9.4925 -3.0416 21.6143
F -7.2417 -4.0241 20.7533
F -6.3156 -3.6444 23.1734
F -8.4158 -4.9512 22.6960
F -7.2385 -1.8078 21.7064
As -6.4951 -0.9927 16.5227
F -5.9521 -1.8427 15.0415
F -4.7610 -0.6965 16.8899
F -7.0259 -0.2409 18.0640
F -8.2092 -1.1972 16.0542
F -6.5350 -2.5307 17.5054
F -6.6534 0.4973 15.5347
C -12.8670 -0.4605 16.2454
C -12.0208 -1.5041 15.8041
C -11.0304 -1.9949 16.5814
C -10.7747 -1.3586 17.8371
C -11.7069 -0.3053 18.2863
C -12.7701 0.1851 17.4440
N -9.7045 -1.7294 18.7000
O -9.6108 -1.0285 19.6828
O -9.0040 -2.6539 18.4251
H -13.5912 -0.2418 15.4746
H -12.2361 -1.9722 14.8549
H -10.4657 -2.7287 16.0254
H -11.6091 0.2810 19.1880
H -13.3851 1.0360 17.6977
C -5.0077 4.8526 25.0923
C -6.1020 4.8620 24.3418
C -6.1628 4.1719 23.1993
C -5.1127 3.3606 22.8209
C -4.0265 3.2204 23.6563
C -3.9967 3.9410 24.7864
N -5.1675 2.5592 21.6327
O -4.1451 2.0133 21.2915
O -6.2513 2.2710 21.1753
H -4.9139 5.5349 25.9243
H -6.7839 5.5618 24.8019
H -7.1173 4.3555 22.7284
H -3.1920 2.5630 23.4620
H -3.1088 4.0382 25.3935
*
```

Results
HOMO-LUMO gap (spin up / spin down) in Eh: 0.292 / 0.168
DFT total energy in eV: -376995.1395
Highest occupied orbital energy (spin up / spin down) in eV: -5.9172 / -5.9167

Number 1: maximum force 3.89 eV/A. Number 2: maximum force 1.65 eV/A. Number 3: maximum force 1.93 eV/A. Number 4: maximum force 4.45 eV/A.